(1)
# C23H27F3N2O2

C23H27F3N2O2 in the gas phase (ωB97M-V/def2-TZVPD, the Open Molecules 2025 dataset).

- Charge: 0

Cartesian coordinates (Å):
C1 -0.45 -4.02 1.85
O1 -0.85 -3.76 0.52
C2 -1.89 -2.92 0.30
C3 -2.59 -2.23 1.29
C4 -3.63 -1.39 0.94
C5 -4.01 -1.21 -0.38
C6 -5.10 -0.24 -0.74
C7 -4.59 1.19 -0.59
O2 -5.12 2.02 0.10
N1 -3.49 1.44 -1.34
C8 -2.70 2.64 -1.18
C9 -1.79 2.57 0.06
C10 -0.92 3.82 0.16
C11 -0.02 3.71 1.38
C12 0.81 2.43 1.31
N2 -0.09 1.29 1.24
C13 0.54 0.00 1.48
C14 1.55 -0.40 0.44
C15 1.17 -1.10 -0.70
C16 2.08 -1.40 -1.70
C17 3.40 -1.00 -1.57
C18 3.79 -0.31 -0.44
C19 5.21 0.16 -0.27
F1 5.33 1.49 -0.46
F2 6.07 -0.42 -1.13
F3 5.69 -0.08 0.96
C20 2.88 0.00 0.56
C21 -0.89 1.33 0.03
C22 -3.30 -1.90 -1.37
C23 -2.26 -2.74 -1.03
H1 -1.27 -4.46 2.43
H2 -0.09 -3.11 2.34
H3 0.36 -4.74 1.78
H4 -2.34 -2.35 2.33
H5 -4.16 -0.85 1.72
H6 -5.95 -0.36 -0.07
H7 -5.43 -0.40 -1.77
H8 -3.04 0.65 -1.80
H9 -3.39 3.47 -1.06
H10 -2.10 2.78 -2.08
H11 -2.43 2.51 0.95
H12 -1.55 4.71 0.24
H13 -0.31 3.92 -0.74
H14 0.65 4.57 1.44
H15 -0.63 3.68 2.29
H16 1.41 2.33 2.22
H17 1.49 2.47 0.44
H18 1.01 0.05 2.46
H19 -0.27 -0.74 1.52
H20 0.14 -1.42 -0.81
H21 1.77 -1.95 -2.57
H22 4.12 -1.23 -2.34
H23 3.21 0.53 1.44
H24 -1.51 0.43 0.01
H25 -0.27 1.36 -0.88
H26 -3.57 -1.78 -2.41
H27 -1.72 -3.28 -1.79

natural (NBO) atomic charge list, values in e, 5 entries:
1 C -0.25
2 O -0.50
3 C 0.29
4 C -0.26
5 C -0.20

(2)
# C23H27FIrNO

A molecular structure, C23H27FIrNO (ωB97M-V/def2-TZVPD, the Open Molecules 2025 dataset).

- Charge: +2

Cartesian coordinates (Å):
Ir1 0.09 -0.57 -0.19
C1 -3.68 0.68 -1.54
C2 -2.72 0.44 -0.44
C3 -2.52 1.37 0.57
C4 -1.60 1.09 1.56
C5 -1.26 2.09 2.60
C6 -0.99 -0.25 1.61
C7 -1.57 -1.33 0.87
C8 -1.78 -2.70 1.43
C9 -2.04 -0.85 -0.39
H1 -4.61 0.16 -1.28
H2 -3.34 0.24 -2.48
H3 -3.91 1.74 -1.67
H4 -3.02 2.33 0.55
H5 -2.09 2.09 3.32
H6 -1.19 3.09 2.19
H7 -0.36 1.84 3.15
H8 -0.44 -0.49 2.52
H9 -2.73 -2.69 1.96
H10 -1.00 -2.96 2.13
H11 -1.83 -3.45 0.65
H12 -2.36 -1.58 -1.12
O1 2.20 -0.45 -0.28
C10 3.15 0.66 -0.42
C11 3.16 1.53 0.81
C12 1.76 2.02 1.22
C13 0.98 2.54 0.05
C14 1.05 3.88 -0.32
C15 0.43 4.31 -1.47
C16 -0.26 3.39 -2.25
C17 -0.31 2.08 -1.82
N1 0.27 1.66 -0.68
H13 2.62 -1.32 -0.25
H14 2.85 1.20 -1.31
H15 4.13 0.21 -0.59
H16 3.80 2.39 0.58
H17 3.61 1.01 1.65
H18 1.87 2.79 1.98
H19 1.22 1.18 1.68
H20 1.61 4.57 0.30
H21 0.48 5.35 -1.77
H22 -0.74 3.67 -3.18
H23 -0.84 1.33 -2.39
F1 1.96 -6.23 -1.27
C18 1.48 -5.03 -0.95
C19 0.61 -4.41 -1.82
C20 0.10 -3.16 -1.48
C21 0.50 -2.53 -0.30
C22 1.39 -3.19 0.56
C23 1.88 -4.44 0.24
H24 0.31 -4.91 -2.73
H25 -0.61 -2.69 -2.16
H26 1.69 -2.73 1.50
H27 2.56 -4.98 0.89

Löwdin atomic charge list, values in e, 5 entries:
1 Ir 1.41
2 C 0.01
3 C -0.19
4 C 0.01
5 C -0.18

(3)
# C23H27N2O

A gas-phase ion, C23H27N2O (charge +1) at a distorted geometry (ωB97M-V/def2-TZVPD, the Open Molecules 2025 dataset).

- Charge: +1

Cartesian coordinates (Å):
C1 -2.43 0.26 -1.41
C2 -1.09 0.02 -0.69
C3 -0.91 -1.17 0.63
C4 -2.35 -1.48 0.96
C5 -2.55 -3.03 0.98
C6 -1.15 -3.67 0.89
C7 -0.23 -2.48 0.76
N1 1.09 -2.60 0.87
C8 1.90 -1.36 0.70
C9 3.42 -1.57 0.87
O1 3.70 -2.78 1.61
C10 3.26 -3.91 0.87
C11 1.73 -3.95 0.82
N2 -0.40 1.31 -0.38
C12 0.54 1.89 -1.27
C13 1.20 1.34 -2.37
C14 1.96 2.19 -3.19
C15 1.98 3.57 -2.95
C16 1.28 4.15 -1.88
C17 0.54 3.30 -1.06
C18 -0.41 3.60 -0.03
C19 -0.84 4.79 0.56
C20 -1.91 4.74 1.47
C21 -2.54 3.51 1.76
C22 -2.06 2.30 1.22
C23 -0.98 2.36 0.36
H1 -2.65 -0.69 -1.91
H2 -3.34 0.60 -0.85
H3 -2.23 1.03 -2.22
H4 -0.42 -0.44 -1.46
H5 -0.37 -0.31 1.18
H6 -3.00 -1.13 0.16
H7 -2.71 -0.99 1.88
H8 -3.08 -3.33 1.89
H9 -3.18 -3.40 0.16
H10 -0.94 -4.39 1.71
H11 -1.13 -4.29 -0.03
H12 1.74 -0.93 -0.31
H13 1.57 -0.61 1.44
H14 3.87 -1.63 -0.17
H15 3.86 -0.74 1.47
H16 3.64 -3.88 -0.18
H17 3.66 -4.77 1.44
H18 1.37 -4.57 1.65
H19 1.46 -4.46 -0.12
H20 1.10 0.28 -2.61
H21 2.54 1.75 -4.02
H22 2.58 4.17 -3.62
H23 1.33 5.23 -1.70
H24 -0.28 5.69 0.32
H25 -2.22 5.65 1.97
H26 -3.40 3.51 2.43
H27 -2.49 1.32 1.43

natural (NBO) atomic charge list, values in e, 5 entries:
1 C -0.67
2 C 0.07
3 C -0.37
4 C -0.42
5 C -0.40

(4)
# C23H27N3O2

3 unconnected molecules or ions with the total composition C23H27N3O2 (ωB97M-V/def2-TZVPD, the Open Molecules 2025 dataset).

- Charge: 0

Cartesian coordinates (Å):
H1 -3.91 0.48 5.53
N1 -4.47 0.34 4.70
C1 -4.52 -0.91 4.45
N2 -3.78 -1.88 5.20
N3 -5.36 -1.45 3.49
C2 -6.13 -0.54 2.65
C3 -5.34 0.32 1.65
C4 -4.03 -0.29 1.12
C5 -2.83 0.57 1.51
C6 -1.45 0.04 1.23
C7 -0.47 0.83 0.76
C8 0.89 0.32 0.53
O1 1.63 0.77 -0.32
C9 1.30 -0.83 1.38
C10 0.35 -1.64 1.85
C11 -1.07 -1.39 1.50
O2 -1.85 -2.32 1.41
H2 -2.87 -2.05 4.76
H3 -4.28 -2.76 5.19
H4 -4.93 -2.21 2.99
H5 -6.66 0.13 3.33
H6 -6.88 -1.13 2.13
H7 -6.00 0.54 0.81
H8 -5.11 1.28 2.12
H9 -3.89 -1.32 1.44
H10 -4.07 -0.33 0.03
H11 -2.93 1.54 1.02
H12 -2.88 0.77 2.59
H13 -0.68 1.87 0.50
H14 2.35 -0.98 1.55
H15 0.59 -2.51 2.44
C12 1.62 -1.53 -3.06
C13 1.60 -0.18 -3.41
C14 1.51 0.18 -4.75
C15 1.45 -0.80 -5.73
C16 1.47 -2.14 -5.38
C17 1.56 -2.51 -4.04
H16 1.69 -1.81 -2.02
H17 1.66 0.58 -2.65
H18 1.50 1.22 -5.03
H19 1.38 -0.52 -6.78
H20 1.42 -2.91 -6.14
H21 1.58 -3.55 -3.76
C18 7.24 2.70 -1.63
C19 6.43 2.26 -2.68
C20 5.10 1.95 -2.44
C21 4.57 2.08 -1.17
C22 5.37 2.52 -0.13
C23 6.71 2.83 -0.36
H22 8.27 2.95 -1.82
H23 6.85 2.15 -3.67
H24 4.47 1.60 -3.25
H25 3.53 1.84 -0.99
H26 4.96 2.62 0.87
H27 7.33 3.18 0.46

natural (NBO) atomic charge list, values in e, 5 entries:
1 H 0.35
2 N -0.75
3 C 0.57
4 N -0.86
5 N -0.62

Summary of electronic energy in eV
-39518.422 -33367.204 -29308.784 -32853.197
(order as listed above)
Summary of LUMO in Ha
0.022 -0.320 -0.150 -0.050
(order as listed above)